Formula: C3H4N2O3
Source: the Open Molecules 2025 dataset
Level of theory: the ωB97M-V functional and the def2-TZVPD basis

The LUMO energy (alpha / beta) is -13.37 / -13.37 eV. As for the HOMO-LUMO gap (alpha / beta): 8.17 / 8.18 eV. The charge is +2. Its energy is -12271.2477 eV.

XYZ file:
```
12
Properties=species:S:1:pos:R:3:forces:R:3
C 0.987687 -1.949020 0.297093 0.676 -0.982 0.686
C 0.838276 -1.109164 -0.954075 3.390 -1.436 -2.824
C -0.046102 1.177036 -0.456458 -1.365 -3.224 0.944
N 1.331540 2.009585 0.699174 2.179 4.015 1.024
N 0.313514 -0.069031 -0.175678 -1.093 1.799 1.540
O 1.211636 -2.914314 0.869310 -0.191 0.946 -0.930
O 1.486195 3.092221 0.612542 -0.369 -2.833 0.225
O 0.522214 -0.580784 1.030391 -1.015 1.461 -0.205
H 1.877090 -0.690055 -1.374561 -1.830 -1.400 0.721
H 0.309793 -1.624052 -1.787340 -0.208 0.806 0.455
H -0.699061 1.673594 0.259259 -0.087 0.044 -0.031
H -0.082027 1.347265 -1.486063 -0.088 0.803 -1.605
```
Positions in Å, forces in eV/Å.

Okay, here come the natural (NBO) numbers, in e, for every atom: number 1, C, carries 0.803; number 2, C, carries -0.375; number 3, C, carries -0.152; number 4, N, carries 0.577; number 5, N, carries 0.163; number 6, O, carries -0.234; number 7, O, carries 0.176; number 8, O, carries -0.245; number 9, H, carries 0.334; number 10, H, carries 0.352; number 11, H, carries 0.311; number 12, H, carries 0.289